Entry 1:
Here is C40H39AsF5IN5O7RbS3 as an isolated structure from the OMol25 dataset. Energies are from ωB97M-V/def2-TZVPD.

Structure (XYZ):
```
102
Properties=species:S:1:pos:R:3:forces:R:3
Rb 0.8521 -1.0043 -0.4786 -1.90 2.92 1.38
C 2.2335 -2.1726 3.9959 -0.03 -0.07 -0.04
C 0.9780 -2.8122 3.4880 0.02 0.12 0.05
C 0.6448 -4.1180 3.7890 -0.02 -0.02 0.03
C -0.5139 -4.6818 3.2835 -0.09 -0.06 -0.07
C -1.3230 -3.9387 2.4463 0.02 -0.09 0.14
C -1.0322 -2.6142 2.1425 0.15 0.08 0.02
C -1.9028 -1.8695 1.1768 0.10 0.00 0.03
C 0.1178 -2.0432 2.6911 -0.48 -0.82 0.38
N 0.5333 -0.7347 2.4569 0.67 0.56 -0.38
C -0.0316 0.2834 2.9388 -0.50 -0.21 0.36
C -1.3039 0.3201 3.7269 0.09 -0.27 0.02
C 0.6307 1.6062 2.7943 0.48 0.40 0.27
C 1.5817 1.9551 3.9143 -0.07 0.10 -0.19
N 0.3475 2.3449 1.8208 -0.62 -0.69 -0.45
C 0.7651 3.6541 1.6554 0.31 0.87 -0.03
C -0.1205 4.6648 2.0586 0.01 -0.09 0.09
C -1.3901 4.2670 2.7420 0.10 0.03 -0.13
C 0.2124 5.9852 1.8116 0.06 0.02 0.03
C 1.4004 6.3106 1.1791 0.05 0.13 -0.07
C 2.2616 5.3066 0.7783 -0.01 0.06 0.06
C 1.9632 3.9727 1.0116 -0.10 -0.17 0.08
C 2.9001 2.8807 0.6029 -0.17 0.01 0.02
H 2.8744 -2.9004 4.4865 0.04 -0.07 0.09
H 1.9958 -1.3700 4.6969 0.11 0.06 0.06
H 2.7713 -1.7338 3.1570 0.14 0.10 -0.01
H 1.3077 -4.7061 4.4099 0.07 -0.01 0.05
H -0.7707 -5.7058 3.5239 0.01 -0.03 -0.05
H -2.2019 -4.3912 2.0062 -0.09 0.00 -0.01
H -2.9474 -2.1354 1.3352 -0.05 0.13 -0.08
H -1.6295 -2.1716 0.1620 -0.20 0.04 -0.09
H -1.7993 -0.7880 1.2625 -0.19 -0.05 -0.10
H -1.5667 -0.6737 4.0770 -0.06 -0.11 0.09
H -2.0985 0.6819 3.0703 -0.13 0.10 -0.11
H -1.2436 1.0080 4.5662 0.08 0.13 0.12
H 2.4953 1.3803 3.7682 0.10 -0.09 0.01
H 1.1677 1.6807 4.8831 -0.05 -0.02 0.07
H 1.8226 3.0174 3.8958 0.00 0.01 0.04
H -1.1773 3.7980 3.7036 -0.07 -0.03 0.12
H -1.9099 3.5259 2.1360 -0.18 -0.01 0.11
H -2.0443 5.1204 2.8999 -0.05 0.08 0.04
H -0.4670 6.7686 2.1175 -0.10 0.05 0.05
H 1.6494 7.3459 0.9934 0.02 0.09 -0.04
H 3.1889 5.5519 0.2815 0.12 0.03 -0.10
H 3.5396 3.2159 -0.2108 0.08 -0.11 -0.07
H 2.3315 1.9996 0.3002 0.20 -0.01 -0.03
H 3.5355 2.5859 1.4397 0.07 -0.14 -0.03
O 0.7626 -3.0217 -5.1688 0.30 -0.40 0.72
As 1.4326 -2.7860 -3.4428 -0.01 -0.07 -2.41
O 2.8953 -2.1237 -3.7788 0.83 0.03 0.19
O 0.2868 -1.7742 -2.8736 -0.88 0.25 0.32
C 1.4840 -4.6959 -3.0574 -0.02 0.31 -0.11
C 1.2037 -5.5825 -4.0880 -0.16 -0.11 -0.31
C 1.2872 -6.9487 -3.8795 -0.04 -0.06 -0.06
C 1.6470 -7.4463 -2.6359 0.07 0.08 0.14
C 1.9484 -6.5630 -1.6124 0.04 -0.19 0.10
C 1.8737 -5.2011 -1.8359 0.08 0.62 0.38
S 2.2733 -4.0673 -0.5030 0.43 -0.96 0.77
O 3.6435 -4.3659 -0.1023 -0.20 -0.08 -0.18
O 1.2799 -4.3008 0.5279 0.05 0.05 -0.24
O 2.1612 -2.7379 -1.1052 1.18 -2.47 -0.93
H 0.4913 -2.1247 -5.3704 -0.17 0.17 -0.09
H 0.9116 -5.1901 -5.0513 0.01 0.00 0.01
H 1.0685 -7.6315 -4.6920 -0.02 0.02 -0.01
H 1.6970 -8.5145 -2.4674 0.03 -0.02 0.02
H 2.2499 -6.9044 -0.6341 0.02 -0.12 0.10
N -0.8414 3.6176 -6.8702 0.08 -0.28 0.35
C -0.9612 4.2218 -5.6722 -0.19 0.68 -0.81
S -1.3467 5.8254 -5.6190 -0.06 0.26 0.04
C -0.7184 3.4291 -4.4671 0.23 -0.72 0.79
C -1.2652 3.7958 -3.2354 0.07 -0.06 -0.28
C -0.9939 3.0175 -2.1198 -0.15 0.25 0.07
N -0.2368 1.9312 -2.1518 0.20 -0.33 0.16
C 0.2760 1.5704 -3.3194 0.13 -0.20 -0.26
C 0.0769 2.2798 -4.4935 -0.18 0.27 -0.04
H -1.0027 4.1728 -7.6941 0.02 -0.08 0.08
H -0.6879 2.6265 -6.9483 -0.04 0.02 -0.02
H -1.8949 4.6694 -3.1650 -0.02 0.02 0.04
H -1.4073 3.2666 -1.1528 -0.13 0.08 0.09
H 0.8489 0.6504 -3.3288 0.05 -0.07 -0.05
H 0.5649 1.9537 -5.4012 0.06 -0.08 -0.01
N 4.6485 -1.8104 -1.4377 0.04 -0.25 0.07
C 4.0096 -0.7248 -0.9535 0.92 0.10 -0.33
O 3.8293 -0.4807 0.2262 -0.34 0.03 0.47
C 3.6369 0.2856 -2.0162 -0.24 -0.05 -0.07
I 5.3818 1.3961 -2.5148 0.07 0.21 -0.13
H 4.6263 -2.6191 -0.8194 0.13 0.18 0.05
H 4.3614 -2.0578 -2.3844 -0.12 0.03 -0.12
H 2.9206 1.0059 -1.6361 0.03 0.05 0.03
H 3.2847 -0.2108 -2.9193 0.05 -0.01 -0.10
F -9.0506 0.2749 1.6870 0.36 0.09 -0.02
C -7.7398 0.6044 1.5506 0.11 0.03 0.02
C -6.7967 0.1890 2.4875 -0.34 -0.06 -0.01
F -7.1957 -0.5423 3.5555 0.03 0.14 -0.27
C -5.4688 0.5255 2.3352 0.22 0.24 -0.33
F -4.5973 0.0950 3.2745 -0.29 0.05 -0.14
C -4.9851 1.3059 1.2566 -1.08 -0.25 0.13
S -3.3625 1.7457 1.1152 0.84 0.21 -0.29
C -5.9798 1.7035 0.3283 0.39 -0.10 0.21
F -5.6271 2.4451 -0.7420 -0.19 -0.17 0.27
C -7.3097 1.3691 0.4689 -0.33 -0.12 0.10
F -8.2217 1.7861 -0.4409 0.18 -0.10 0.18
```
Forces are in eV/Å.

## Properties
lowest unoccupied orbital energy = 3.17 eV
net charge = -2
HOMO = -2.595 eV
frontier orbital gap = 5.8 eV
E_tot = -6599.74702 Ha
energy above the lowest of the compared OMol25 structures with the same formula, charge and spin = 48.4 kcal/mol

Entry 2:
Here is C2H7N3O2 as an isolated structure from the OMol25 dataset. Energies are from ωB97M-V/def2-TZVPD.

Structure (XYZ):
```
14
Properties=species:S:1:pos:R:3:forces:R:3
C -1.6878 -0.1074 0.2595 0.63 0.23 0.71
N -0.7203 0.9120 -0.1548 0.70 -0.05 0.35
N 1.0678 -0.4053 0.9247 -2.71 1.94 0.15
C -0.4788 -0.9110 -0.0152 -0.25 0.32 -1.43
N 2.2006 -0.2563 0.0573 -0.55 -1.72 -0.19
O -1.1449 1.6280 -1.3152 -0.04 -0.28 -0.18
O -0.2915 -1.8573 -0.7390 0.77 0.79 0.41
H -0.2974 1.9492 -1.6700 -0.57 -0.18 0.17
H 0.7101 0.5343 1.2357 0.38 -1.11 -0.34
H 1.0388 -1.0791 1.6861 1.45 -0.03 -0.19
H 1.8455 -0.7322 -0.7782 0.56 -0.15 -0.07
H 2.3628 0.6989 -0.2530 -0.65 0.14 0.74
H -2.1454 -0.1107 1.2584 0.05 0.56 -0.07
H -2.4595 -0.2633 -0.4962 0.24 -0.48 -0.08
```
Forces are in eV/Å.

## Properties
lowest unoccupied orbital energy (alpha / beta) = 0.71 / 0.71 eV
net charge = 0
HOMO (alpha / beta) = -7.251 / -7.252 eV
frontier orbital gap (alpha / beta) = 8.0 / 8.0 eV
E_tot = -394.93892 Ha
energy above the lowest of the compared OMol25 structures with the same formula, charge and spin = 167.0 kcal/mol

Entry 3:
Here is a 8-piece molecular cluster, C48H49F7NO2 overall from the OMol25 dataset. Energies are from ωB97M-V/def2-TZVPD.

Structure (XYZ):
```
107
Properties=species:S:1:pos:R:3:forces:R:3
C 5.5639 0.7247 0.4272 0.08 0.25 -0.04
O 4.9483 -0.5507 0.4753 -0.02 0.07 -0.05
C 4.1995 -0.8461 1.6363 -0.21 -0.22 -0.14
C 2.7813 -1.3326 1.2319 0.11 0.07 0.18
C 2.4320 -1.0321 -0.2141 0.15 -0.21 -0.01
N 2.4124 0.4504 -0.4444 -0.01 0.00 0.15
C 1.8394 1.1968 0.7428 0.15 -0.21 0.14
C 1.0273 0.2350 1.5854 -0.25 0.29 -0.32
O 1.8224 -0.7868 2.1406 -0.08 -0.04 -0.02
H 6.6415 0.6728 0.5686 0.06 -0.14 0.07
H 5.3673 1.1417 -0.5587 0.20 0.13 -0.12
H 5.1567 1.4101 1.1761 -0.02 -0.06 0.09
H 4.6900 -1.6207 2.2230 0.12 -0.05 0.01
H 4.1164 0.0254 2.2830 -0.09 0.08 0.01
H 2.7227 -2.4162 1.3289 0.01 -0.07 0.07
H 1.4681 -1.4574 -0.4785 -0.14 0.13 0.02
H 3.1903 -1.4535 -0.8639 0.03 -0.01 -0.10
H 1.9148 0.6730 -1.3053 -0.06 -0.02 0.00
H 3.3786 0.7400 -0.6033 -0.03 0.04 -0.05
H 2.6835 1.5678 1.3177 0.04 0.13 -0.02
H 1.2379 2.0309 0.3986 -0.01 0.05 -0.13
H 0.2132 -0.1761 0.9826 -0.04 -0.06 0.04
H 0.5577 0.8005 2.3868 0.06 -0.11 0.20
F 3.9637 1.5778 -2.3986 -0.15 -0.01 0.08
C 4.5393 1.6147 -3.6474 0.20 -0.01 -0.33
C 5.6603 0.8477 -3.8720 0.01 -0.07 0.16
C 6.2389 0.8949 -5.1321 -0.01 0.02 -0.05
C 5.6936 1.6990 -6.1231 0.00 0.00 0.01
C 4.5626 2.4590 -5.8591 0.05 -0.04 -0.04
C 3.9692 2.4186 -4.6063 -0.15 0.05 0.14
H 6.0700 0.2312 -3.0824 0.00 0.00 -0.01
H 7.1189 0.3010 -5.3370 0.01 0.00 0.01
H 6.1511 1.7333 -7.1019 0.00 0.00 -0.01
H 4.1370 3.0905 -6.6264 -0.02 0.01 0.00
H 3.0884 3.0027 -4.3803 0.01 0.04 0.00
F -1.7255 -1.1887 1.6880 -0.04 -0.02 0.10
C -1.8297 -2.5369 1.5485 0.00 -0.14 0.00
C -0.6825 -3.2980 1.6197 0.14 0.06 -0.02
C -0.7922 -4.6747 1.4642 -0.03 -0.01 0.00
C -2.0303 -5.2580 1.2446 -0.01 -0.02 -0.02
C -3.1694 -4.4655 1.1810 0.10 0.02 -0.06
C -3.0746 -3.0905 1.3339 -0.14 0.13 0.00
H 0.2706 -2.8190 1.8085 -0.03 0.01 0.07
H 0.0937 -5.2924 1.5279 0.01 0.00 0.00
H -2.1127 -6.3302 1.1370 -0.01 -0.01 0.00
H -4.1368 -4.9170 1.0168 -0.02 -0.02 0.02
H -3.9482 -2.4535 1.2907 0.01 0.01 0.00
F 5.1432 0.0957 4.5696 -0.08 0.02 0.01
C 4.3217 0.8654 5.3283 0.00 0.06 -0.01
C 3.0104 1.0309 4.9293 -0.01 -0.03 -0.08
C 2.1789 1.8288 5.7035 0.04 0.01 0.03
C 2.6656 2.4419 6.8486 -0.02 0.02 0.01
C 3.9890 2.2559 7.2233 -0.03 0.01 0.00
C 4.8325 1.4607 6.4613 0.08 0.00 0.04
H 2.6484 0.5275 4.0425 -0.01 -0.06 0.03
H 1.1449 1.9655 5.4151 -0.01 -0.01 0.00
H 2.0144 3.0602 7.4505 0.00 0.01 0.01
H 4.3707 2.7327 8.1156 0.01 0.00 0.01
H 5.8657 1.3004 6.7370 0.00 -0.01 -0.01
F -4.3993 -2.3136 -3.4849 0.16 -0.03 0.00
C -3.6022 -1.3241 -3.0400 0.00 0.04 0.02
C -2.8023 -1.5657 -1.9427 0.05 -0.17 0.07
C -1.9818 -0.5469 -1.4844 0.04 0.09 -0.11
C -1.9790 0.6893 -2.1162 0.06 0.00 0.00
C -2.7953 0.9060 -3.2181 0.01 0.01 0.02
C -3.6162 -0.1065 -3.6916 0.01 0.01 -0.08
H -2.8260 -2.5343 -1.4615 -0.01 -0.01 -0.02
H -1.3499 -0.7237 -0.6249 -0.04 -0.01 0.05
H -1.3476 1.4895 -1.7492 -0.02 0.03 0.01
H -2.8003 1.8687 -3.7110 0.00 0.00 -0.01
H -4.2514 0.0400 -4.5542 -0.01 -0.04 -0.01
F 2.7115 5.2808 -5.2242 -0.01 -0.02 -0.04
C 2.4602 6.2120 -4.2748 -0.01 0.05 0.05
C 3.3592 7.2431 -4.1018 0.09 0.00 -0.04
C 3.0926 8.1926 -3.1264 -0.03 0.00 0.02
C 1.9471 8.0987 -2.3480 0.00 0.01 0.01
C 1.0605 7.0500 -2.5460 0.02 0.02 0.01
C 1.3129 6.0921 -3.5182 -0.05 -0.06 0.00
H 4.2440 7.2964 -4.7212 -0.01 0.00 -0.01
H 3.7818 9.0128 -2.9794 0.01 0.00 0.00
H 1.7427 8.8464 -1.5941 0.00 0.00 0.00
H 0.1619 6.9799 -1.9476 -0.01 0.00 0.00
H 0.6285 5.2747 -3.7029 0.00 0.00 -0.02
F -8.2214 2.5439 -3.6481 0.00 0.00 0.00
C -8.3272 1.2069 -3.7971 -0.01 -0.03 0.00
C -7.1800 0.4418 -3.7448 0.05 0.02 0.00
C -7.2866 -0.9334 -3.8985 -0.12 0.05 -0.02
C -8.5309 -1.5155 -4.1019 0.01 -0.02 0.00
C -9.6687 -0.7224 -4.1500 0.03 -0.01 0.00
C -9.5747 0.6535 -3.9958 -0.08 0.03 0.00
H -6.2268 0.9258 -3.5861 0.00 0.03 0.04
H -6.3996 -1.5483 -3.8607 -0.07 0.01 -0.01
H -8.6126 -2.5870 -4.2235 0.00 -0.01 0.00
H -10.6381 -1.1743 -4.3108 -0.01 0.00 0.00
H -10.4477 1.2907 -4.0278 0.01 0.01 0.00
F -4.1876 -6.3666 3.2905 -0.06 -0.07 0.03
C -3.8536 -6.2320 4.5946 0.05 0.04 0.01
C -4.3542 -7.1362 5.5071 -0.06 -0.07 -0.02
C -4.0027 -6.9886 6.8408 0.03 0.03 0.01
C -3.1689 -5.9523 7.2372 0.00 0.00 0.02
C -2.6814 -5.0577 6.2951 -0.01 -0.02 0.01
C -3.0213 -5.1927 4.9567 0.05 0.06 -0.04
H -5.0050 -7.9334 5.1750 0.01 0.00 -0.01
H -4.3832 -7.6881 7.5725 -0.01 -0.01 0.00
H -2.9007 -5.8425 8.2789 0.00 0.00 0.01
H -2.0335 -4.2474 6.6017 0.01 0.01 0.00
H -2.6515 -4.5102 4.2023 -0.02 -0.01 -0.01
```
Forces are in eV/Å.

## Properties
lowest unoccupied orbital energy = -2.51 eV
net charge = +1
HOMO = -10.499 eV
frontier orbital gap = 8.0 eV
E_tot = -2762.48516 Ha
energy above the lowest of the compared OMol25 structures with the same formula, charge and spin = 0.0 kcal/mol

Entry 4:
Here is C4H10N3O as an isolated structure from the OMol25 dataset. Energies are from ωB97M-V/def2-TZVPD.

Structure (XYZ):
```
18
Properties=species:S:1:pos:R:3:forces:R:3
C 1.1679 -2.2583 -0.7820 5.05 0.79 -2.32
C 1.5778 -0.8782 -0.9322 -3.81 2.64 -0.85
C -0.0375 -0.1883 0.0801 6.35 3.53 -2.52
C -1.8677 -1.5371 0.8516 1.03 -0.06 0.64
N 0.1155 -2.4902 -0.1118 -7.82 0.97 3.76
N -0.5908 -1.3819 0.2487 1.35 -5.08 -0.46
N 0.1729 3.3301 0.2142 -0.65 1.96 0.37
O -0.4912 1.0212 0.1202 -0.80 -3.72 0.08
H 1.7538 -3.1736 -1.0325 -0.38 1.03 0.03
H 2.5345 -0.6027 -0.6165 1.42 0.32 1.36
H 1.5375 -0.3360 -1.9368 -0.36 -1.08 0.71
H -2.2488 -2.3811 0.3947 -1.44 -1.60 -0.72
H -1.7540 -1.7160 1.9095 0.03 0.08 0.48
H -2.3650 -0.6370 0.6531 -1.19 1.06 -0.09
H 0.0858 3.8903 -0.6913 0.46 -1.34 1.40
H 1.1398 3.4671 0.6484 -2.04 0.25 -0.49
H -0.6749 3.6698 0.7896 2.23 -0.25 -0.54
H -0.0555 2.2020 0.1930 0.58 0.51 -0.85
```
Forces are in eV/Å.

## Properties
lowest unoccupied orbital energy (alpha / beta) = -3.12 / -7.04 eV
net charge = +1
HOMO (alpha / beta) = -9.400 / -13.655 eV
frontier orbital gap (alpha / beta) = 6.3 / 6.6 eV
2S+1 = 3
E_tot = -397.43252 Ha
energy above the lowest of the compared OMol25 structures with the same formula, charge and spin = 68.2 kcal/mol

Entry 5:
Here is C3H4Br2I2 as an isolated structure from the OMol25 dataset. Energies are from ωB97M-V/def2-TZVPD.

Structure (XYZ):
```
11
Properties=species:S:1:pos:R:3:forces:R:3
C -0.1985 -1.0694 -1.3804 -0.55 0.04 -0.09
C -0.6008 1.5999 1.5991 -0.29 -0.51 0.04
C 0.7963 -0.6864 -0.3629 0.80 -0.20 0.31
Br -1.9367 -1.4470 -0.5126 0.15 0.08 -0.21
Br 0.6262 2.8009 1.0090 0.11 0.70 0.16
I 1.3081 -2.1719 1.0431 -0.09 0.49 -0.31
I 2.3280 0.5885 -0.9938 -0.24 -0.65 -0.10
H -0.3813 -0.2584 -2.0848 0.00 -0.06 0.10
H 0.0321 -1.9859 -1.9319 0.08 0.12 0.16
H -1.5262 1.5052 1.0656 -0.09 0.03 -0.14
H -0.4470 1.1245 2.5495 0.13 -0.04 0.08
```
Forces are in eV/Å.

## Properties
lowest unoccupied orbital energy (alpha / beta) = -0.23 / -1.16 eV
net charge = 0
HOMO (alpha / beta) = -8.351 / -8.142 eV
frontier orbital gap (alpha / beta) = 8.1 / 7.0 eV
E_tot = -5859.98660 Ha
energy above the lowest of the compared OMol25 structures with the same formula, charge and spin = 76.0 kcal/mol